Density functional theory data (the ωB97M-V functional and the def2-TZVPD basis) for C21H31CuN6OSi as an isolated structure in a non-equilibrium geometry.

Geometry as ORCA input:
```
! wB97M-V def2-TZVPD RIJCOSX def2/J DEFGRID3
* xyz 1 2
Cu 1.73996 0.43075 0.35984
C 1.47448 0.65468 -1.77791
Si -0.40310 0.68703 -1.59002
C -0.76762 1.92455 -0.24375
N 0.16990 1.60916 0.90033
C -0.60799 0.81827 1.87568
C 0.22439 0.57200 3.10991
C 0.37899 1.88008 3.88266
C 0.14947 3.03444 2.93489
C 0.67633 2.88338 1.52869
C -1.11667 -1.04955 -1.22151
C -0.41723 -2.21011 -1.47481
C -0.96864 -3.45532 -1.10704
C -2.14690 -3.49841 -0.43736
C -2.89188 -2.37218 -0.14276
C -2.40479 -1.15540 -0.56253
C -1.37485 1.18921 -3.08924
C -0.94326 0.85458 -4.38354
C -1.70065 1.02328 -5.54415
C -3.00797 1.53067 -5.39840
C -3.44433 1.85410 -4.13725
C -2.65708 1.69061 -2.97863
H 1.86564 1.63307 -2.07939
H 2.09331 -0.18615 -2.04829
H -1.83665 1.98452 0.18625
H -0.37592 2.82811 -0.67085
H -0.98541 -0.10166 1.40758
H -1.46195 1.42991 2.11365
H 1.24366 0.15001 2.78414
H -0.29262 -0.22376 3.76843
H 1.28437 1.93861 4.39123
H -0.34219 1.96130 4.76909
H 0.67752 3.84097 3.35668
H -0.88053 3.38467 2.83384
H 1.74776 2.91391 1.50408
H 0.33888 3.73317 0.94080
H 0.54780 -2.16436 -1.87808
H -0.48094 -4.41416 -1.37994
H -2.59894 -4.42831 -0.17992
H -3.90181 -2.38845 0.32595
H -3.00691 -0.25847 -0.48278
H 0.09744 0.58893 -4.53609
H -1.34628 0.86180 -6.55509
H -3.68328 1.72663 -6.30527
H -4.47179 2.25427 -4.02622
H -3.10601 2.13123 -2.09357
N 0.49061 -4.51546 2.00658
N 1.26807 -3.62039 1.28451
N 2.16387 -3.89040 0.32156
C 2.51104 -2.67231 -0.02973
N 1.87256 -1.73171 0.68569
N 1.09174 -2.36598 1.49160
H 1.01540 -5.03015 2.73148
H 0.17244 -5.16295 1.35639
H 3.21386 -2.43978 -0.87652
C 4.15199 0.33083 2.70806
O 3.71311 1.07530 1.59355
H 5.05489 0.76553 3.12343
H 4.39431 -0.65799 2.25758
H 3.33405 0.20813 3.44603
H 4.46633 1.61569 1.25045
*
```

Output
**LUMO (spin up / spin down)**: -2.25 / -4.23 eV
**Frontier orbital gap (spin up / spin down)**: 9.0 / 7.0 eV

Need the natural (NBO) charges? In units of e they are: number 1, Cu, carries 1.07; number 2, C, carries -1.06; number 3, Si, carries 1.62; number 4, C, carries -0.71; number 5, N, carries -0.55; number 6, C, carries -0.26; number 7, C, carries -0.42; number 8, C, carries -0.40; number 9, C, carries -0.44; number 10, C, carries -0.22; number 11, C, carries -0.38; number 12, C, carries -0.23; number 13, C, carries -0.23; number 14, C, carries -0.21; number 15, C, carries -0.20; number 16, C, carries -0.22; number 17, C, carries -0.54; number 18, C, carries -0.13; number 19, C, carries -0.22; number 20, C, carries -0.19; number 21, C, carries -0.21; number 22, C, carries -0.19; number 23, H, carries 0.23; number 24, H, carries 0.22; number 25, H, carries 0.24; number 26, H, carries 0.23; number 27, H, carries 0.24; number 28, H, carries 0.19; number 29, H, carries 0.18; number 30, H, carries 0.24; number 31, H, carries 0.21; number 32, H, carries 0.23; number 33, H, carries 0.23; number 34, H, carries 0.21; number 35, H, carries 0.20; number 36, H, carries 0.21; number 37, H, carries 0.20; number 38, H, carries 0.22; number 39, H, carries 0.22; number 40, H, carries 0.23; number 41, H, carries 0.21; number 42, H, carries 0.20; number 43, H, carries 0.22; number 44, H, carries 0.23; number 45, H, carries 0.22; number 46, H, carries 0.21; number 47, N, carries -0.59; number 48, N, carries 0.15; number 49, N, carries -0.24; number 50, C, carries 0.13; number 51, N, carries -0.41; number 52, N, carries 0.01; number 53, H, carries 0.39; number 54, H, carries 0.38; number 55, H, carries 0.24; number 56, C, carries -0.25; number 57, O, carries -0.78; number 58, H, carries 0.20; number 59, H, carries 0.17; number 60, H, carries 0.19; number 61, H, carries 0.50